The following is a DFT calculation (the ωB97M-V functional and the def2-TZVPD basis) of a structure of composition C29H20ClF5GaOP.

energy: -120219.765 eV

CARTESIAN COORDINATES (ANGSTROEM)
C: -1.0193 2.0877 0.9458
C: -0.7916 2.0091 -0.4255
C: -1.3274 0.7282 -0.9082
H: -0.3516 2.7647 -1.0698
C: -1.8361 0.0338 0.2834
C: -1.6391 0.8796 1.3825
H: -1.9886 0.6895 2.3925
H: -0.8092 2.9451 1.5824
H: -1.7199 0.5590 -1.9208
H: -2.3706 -0.9188 0.2779
Ga: 0.3796 -0.6430 -0.8617
Cl: -0.3317 -2.7000 -0.9198
P: 0.7902 -0.3650 -3.1468
C: -0.6416 -0.5155 -4.2928
C: -0.7118 0.2366 -5.4785
H: -0.0023 1.0418 -5.6501
C: -1.6737 -0.0480 -6.4543
H: -1.6578 0.5161 -7.3896
C: -2.6120 -1.0607 -6.2370
H: -3.3371 -1.3010 -7.0195
C: -2.6060 -1.7620 -5.0240
H: -3.3453 -2.5461 -4.8443
C: -1.6391 -1.4775 -4.0550
H: -1.6326 -2.0251 -3.1109
C: 1.5829 1.1630 -3.7930
C: 0.9811 2.4057 -3.5384
H: 0.0952 2.4535 -2.9061
C: 1.4808 3.5760 -4.1145
H: 1.0014 4.5280 -3.8927
C: 2.5740 3.5116 -4.9890
H: 2.9385 4.4152 -5.4795
C: 3.1847 2.2825 -5.2446
H: 4.0217 2.2100 -5.9404
C: 2.7152 1.1170 -4.6254
H: 3.2191 0.1683 -4.7994
C: 1.8985 -1.6975 -3.7522
C: 1.7208 -2.2768 -5.0178
H: 0.8321 -2.0337 -5.6017
C: 2.6820 -3.1525 -5.5331
H: 2.5435 -3.5471 -6.5397
C: 3.8071 -3.4837 -4.7727
H: 4.5687 -4.1346 -5.1992
C: 3.9432 -2.9735 -3.4765
H: 4.8098 -3.2360 -2.8735
C: 2.9784 -2.1115 -2.9518
H: 3.0589 -1.7422 -1.9260
F: 1.8637 -2.1030 5.8626
C: 1.7551 -1.7033 4.5811
C: 1.7447 -2.6534 3.5578
F: 1.8172 -3.9519 3.8997
C: 1.6109 -2.2664 2.2275
F: 1.6982 -3.2248 1.2795
C: 1.4732 -0.9042 1.8626
O: 1.5285 -0.4522 0.6103
C: 1.4307 0.0175 2.9356
F: 1.2755 1.3338 2.6589
C: 1.5525 -0.3582 4.2664
F: 1.3488 0.5413 5.2487

Cartesian forces (eV/Å) of the 2 atoms listed first:
C -0.02 -0.08 -0.86
C -0.66 -0.34 0.39

---

The following is a DFT calculation (the ωB97M-V functional and the def2-TZVPD basis) of a structure of composition C29H20CrN3O5S.

energy: -84355.610 eV
total charge: +1
multiplicity: 5

CARTESIAN COORDINATES (ANGSTROEM)
Cr: 0.3992 0.0426 0.1514
O: -0.1999 4.0667 1.7361
C: -0.0481 2.9248 1.0799
O: 0.8890 2.1655 1.2852
C: -1.0770 2.6238 0.0604
C: -2.0775 3.4516 -0.3328
C: -2.9572 2.9510 -1.3612
C: -2.6742 1.8148 -2.0306
C: -1.4442 1.0996 -1.7137
N: -0.8732 1.3944 -0.4752
C: -0.7803 0.2161 -2.4732
O: -1.0516 -0.3994 -3.6440
O: 0.5524 -0.1406 -2.0727
H: 0.5580 4.1782 2.3315
H: -2.2135 4.4276 0.1046
H: -3.8417 3.5183 -1.6170
H: -3.3245 1.4703 -2.8247
H: -1.9784 -0.2772 -3.8789
C: 3.3992 -3.0320 0.4111
C: 2.4963 -2.0641 -0.0582
N: 1.7636 -1.3734 0.7977
C: 1.7623 -1.6611 2.1108
C: 2.6431 -2.5837 2.6677
C: 3.4958 -3.2539 1.7651
C: 2.5687 -2.8224 4.0824
C: 1.6174 -2.2224 4.8350
C: 0.6351 -1.3526 4.2474
C: -0.4522 -0.7944 4.9457
C: -1.3760 -0.0413 4.2658
C: -1.2191 0.1642 2.8873
N: -0.2007 -0.3306 2.2110
C: 0.7164 -1.0685 2.8835
H: 3.9921 -3.5987 -0.2926
H: 2.7508 -0.8332 -1.7801
H: 4.1983 -3.9864 2.1429
H: 3.2769 -3.5044 4.5345
H: 1.5593 -2.4149 5.8984
H: -0.5601 -0.9758 6.0077
H: -2.2295 0.3890 4.7691
H: -1.9399 0.7422 2.3208
C: 4.3310 -6.3375 -7.9216
C: 4.0542 -5.3852 -6.7909
O: 4.1527 -4.1942 -6.8674
S: 3.4781 -6.2407 -5.3185
C: 3.1027 -4.8876 -4.2423
C: 4.0738 -3.9586 -3.8755
C: 3.7472 -2.9309 -3.0105
C: 2.4630 -2.8304 -2.4771
C: 1.5015 -3.7641 -2.8365
C: 1.8197 -4.7808 -3.7265
C: 2.1635 -1.7171 -1.4928
C: 0.6744 -1.3356 -1.4810
H: 5.1522 -5.9438 -8.5163
H: 3.4381 -6.3871 -8.5471
H: 4.5611 -7.3410 -7.5685
H: 5.0729 -4.0316 -4.2802
H: 4.4985 -2.1931 -2.7523
H: 0.4983 -3.7004 -2.4356
H: 1.0609 -5.4921 -4.0254

Cartesian forces (eV/Å) of the 2 atoms listed first:
Cr -0.26 0.40 0.67
O 0.02 -0.03 0.00

---

The following is a DFT calculation (the ωB97M-V functional and the def2-TZVPD basis) of a structure of composition C29H20F2N5OSW.

energy: -57979.563 eV
total charge: +1
multiplicity: 3

CARTESIAN COORDINATES (ANGSTROEM)
W: 1.2345 -1.7081 -0.3491
C: -2.0309 -4.1744 -0.6742
C: -3.1679 -3.3042 -0.4299
C: -2.9050 -1.9777 -0.7113
C: -1.6331 -1.5245 -1.1291
N: -0.5199 -2.3940 -1.0237
C: -0.7739 -3.7611 -0.9979
N: -1.5549 -0.2210 -1.4433
C: -0.4573 0.4813 -1.5284
N: 0.8400 -0.0075 -1.4267
C: 1.6775 0.8576 -2.2037
N: 2.9275 0.5266 -2.5498
C: 3.5175 -0.6292 -2.1866
C: 4.8207 -1.0305 -2.4515
C: 5.1420 -2.3661 -2.0920
C: 4.2649 -3.1728 -1.2620
C: 3.1333 -2.6322 -0.8223
N: 2.7424 -1.4432 -1.4353
C: 0.8349 2.0205 -2.5179
C: 1.2317 3.1612 -3.2956
C: 0.2864 4.1640 -3.4197
C: -1.0964 3.9871 -3.1052
C: -1.4880 2.7631 -2.5325
C: -0.4857 1.8783 -2.0283
H: -2.1051 -5.2549 -0.5017
H: -4.1074 -3.6960 -0.0534
H: -3.6482 -1.1690 -0.7677
H: -0.0068 -4.3437 -1.4614
H: 5.5731 -0.4505 -3.0480
H: 6.0778 -2.6998 -2.3983
H: 4.6014 -4.1321 -0.8425
H: -0.7044 -4.2292 -5.9039
H: 2.2673 3.3406 -3.7064
H: 0.5669 5.1382 -3.7559
H: -1.8618 4.7041 -3.3771
H: -2.5352 2.5353 -2.2732
F: 0.7469 -2.9337 -5.3801
C: -0.3583 -3.6912 -5.0366
F: 0.1505 -4.6361 -4.1198
H: -1.0998 -3.1970 -4.4995
C: -2.7777 4.9542 6.0344
C: -2.4435 3.6590 5.2840
O: -2.3560 3.6221 4.0566
S: -2.2948 2.2570 6.3376
C: -1.2756 1.3476 5.3210
C: 0.0480 1.7501 5.1783
C: 0.8701 1.1372 4.2128
C: 0.4032 0.0260 3.4649
C: -0.9455 -0.4237 3.7021
C: -1.6851 0.0775 4.7679
C: 1.1990 -0.4995 2.5416
C: 1.3879 -1.1698 1.4656
H: -2.3027 5.7646 5.4589
H: -2.4185 4.9223 7.0292
H: -3.8485 5.1501 6.0884
H: 0.4066 2.6716 5.6819
H: 1.8729 1.4963 4.0616
H: -1.2676 -1.2653 3.0707
H: -2.6697 -0.2555 4.9841

Cartesian forces (eV/Å) of the 2 atoms listed first:
W 0.93 -0.97 -0.43
C -0.83 -1.36 0.80